[1]
ORCA calculation (wB97M-V/def2-TZVPD) on a molecular structure, C7H14N3O2 in a non-equilibrium geometry.

Computed properties:
largest force on an atom	0.074	Eh/bohr
total charge	+1
energy relative to the best compared isomer or geometry (same formula, charge and spin)	78.88	kcal/mol
HOMO-LUMO gap	10.51	eV
lowest unoccupied orbital energy	-3.1	eV
HOMO level	-13.65	eV

```
26
Properties=species:S:1:pos:R:3:forces:R:3:mulliken_charge:R:1
C 0.416 2.900 -0.051 -0.4025 -1.8550 1.2943 -0.1284
C 2.191 0.095 0.153 -1.7217 -0.2891 -1.4908 0.9193
C 1.225 0.908 -0.770 -1.8097 -0.8234 0.0274 0.1225
C -2.617 -0.113 0.631 -2.7688 2.4524 -0.5306 -1.0140
C -0.982 -1.377 -0.658 0.2978 1.7956 -0.7817 -1.2696
C 4.206 -1.164 0.178 -0.7119 0.5423 -0.3506 -0.5950
C -1.539 -0.005 -0.379 2.0827 -0.0391 1.6354 0.0332
N 1.303 2.213 -0.659 0.8884 3.3985 0.2677 -0.4787
N -0.644 2.091 0.379 -1.6159 1.5676 0.9464 -0.4922
N -0.438 0.753 0.268 3.3687 -1.2980 1.2816 -0.0405
O 1.827 -0.185 1.264 0.7144 -0.0111 0.5294 -0.6008
O 3.212 -0.296 -0.548 0.9551 -0.3967 0.5753 -0.2970
H 0.422 3.892 0.455 0.3161 -0.3920 -1.5101 0.3605
H 0.944 0.584 -1.806 0.7214 -0.3584 0.9330 0.3548
H -2.515 -0.895 1.375 0.2151 0.3037 0.2471 0.2751
H -2.958 0.938 0.997 0.9726 -1.8166 0.2041 0.2696
H -3.506 -0.290 0.041 -0.5274 -0.8056 0.0038 0.4381
H -0.672 -1.587 0.328 0.8072 -1.5282 0.8479 0.4124
H -0.172 -1.383 -1.405 -0.4591 -0.2547 0.3806 0.2483
H -1.843 -1.907 -0.940 -0.6444 -1.5203 -0.5085 0.4933
H 3.779 -1.213 1.196 1.2051 -0.0997 -0.3788 0.3514
H 5.210 -0.771 -0.043 -0.6033 0.3824 0.7888 0.2411
H 4.206 -2.120 -0.318 -0.5000 -0.3986 -0.0682 0.2553
H -1.752 0.588 -1.219 -0.7778 0.5785 -1.2509 0.3727
H -1.631 2.417 0.519 1.6758 -0.2833 -0.1145 0.2528
H 0.064 0.304 1.236 -1.6777 1.1489 -2.9782 0.5158
```
Forces are in eV/Å.

***

[2]
ORCA calculation (wB97M-V/def2-TZVPD) on 13 unconnected molecules or ions with the total composition C25H66BN12O20 in a non-equilibrium geometry.

Computed properties:
largest force on an atom	0.148	Eh/bohr
total charge	-2
multiplicity	2
HOMO-LUMO gap (alpha / beta)	3.47 / 7.62	eV
lowest unoccupied orbital energy (alpha / beta)	3.9 / 3.9	eV
HOMO level (alpha / beta)	0.39 / -3.76	eV

```
124
Properties=species:S:1:pos:R:3:forces:R:3:mulliken_charge:R:1
O -0.066 0.052 2.922 -0.3425 -0.5853 0.1707 0.0776
C 0.356 0.567 1.865 3.5427 4.9994 2.2763 -0.2444
O 0.334 0.015 0.695 -0.1167 -1.9075 -3.4927 1.5185
B 0.998 0.858 -0.319 -0.6022 0.9320 3.4381 0.9554
O 1.756 1.849 0.422 0.1732 0.2581 -1.1510 -0.7236
C 1.351 1.859 1.726 -3.6480 -5.8005 -0.6057 0.0841
O 1.756 2.608 2.569 1.2469 2.1616 1.7729 -0.9563
O -0.068 1.512 -1.125 -0.3371 -0.4888 -2.2044 -0.4227
C 0.016 1.118 -2.390 0.2196 0.1982 1.3058 0.4508
O -0.753 1.368 -3.306 1.3616 -0.4673 0.8597 -0.5707
C 1.396 0.288 -2.423 -1.5918 1.1335 -1.8334 0.2333
O 1.857 0.138 -1.242 0.4402 -0.6789 -0.0815 -1.0501
O 1.908 -0.008 -3.471 0.2082 -0.6622 -0.1671 -0.8336
O 0.285 4.189 4.269 -0.3447 1.2056 0.0458 -0.8322
H -0.123 3.523 4.823 0.1486 -0.3813 0.2522 0.4172
H 1.014 3.735 3.847 0.4708 -0.5448 -0.4487 0.3627
C -1.808 3.383 0.784 -1.3414 -1.9438 1.7759 0.7515
O -2.593 2.666 1.389 -1.5036 -1.2694 -0.3140 -0.6555
N -0.817 3.892 1.409 3.9828 2.9810 2.5465 -0.1446
N -1.788 3.646 -0.481 -1.7994 0.5852 -3.3366 -0.2426
H -0.323 4.655 0.968 0.4447 -0.4640 0.4136 0.1577
H -0.459 3.510 2.273 -0.2720 0.4808 0.0920 -0.2526
H -2.426 3.070 -1.011 0.2956 0.7433 -0.5682 0.0816
H -1.213 4.401 -0.828 -0.2599 -0.7584 -0.7907 0.0853
C 0.584 4.544 -3.379 -1.4664 -0.6293 1.8936 0.7807
O -0.560 4.694 -2.971 -0.1072 -0.2210 1.1959 -0.6826
N 1.654 4.023 -2.782 1.2963 -0.8828 1.7336 -0.2485
N 0.849 4.874 -4.602 0.6298 2.2332 -4.2994 -0.5134
H 2.547 4.102 -3.248 -0.2605 -0.3607 0.3033 0.1701
H 1.611 3.498 -1.920 -0.1191 0.2547 0.1118 0.0453
H 0.139 5.487 -4.976 0.3519 -0.0208 -0.3309 0.2119
H 1.806 4.980 -4.905 -0.3368 0.0300 -0.2411 0.1827
C -0.329 -2.373 5.525 -1.3659 -1.1663 0.5741 0.3492
O -0.705 -3.166 6.382 0.4743 -0.0671 1.2928 -0.8095
N -0.062 -1.079 5.669 0.7046 2.0822 1.2080 0.0163
N -0.284 -2.741 4.251 0.4194 -0.3337 -1.9787 0.0043
H 0.099 -0.486 4.868 0.0887 0.0873 -0.3408 -0.2297
H 0.101 -0.635 6.562 -0.2909 -0.4827 -0.1441 0.2532
H -0.241 -1.950 3.624 0.0892 -0.3016 -0.9868 -0.2467
H -0.573 -3.671 3.985 -0.0931 0.4867 0.0645 0.2012
C 1.011 1.411 -6.789 0.4120 4.1279 -3.7258 0.5056
O 1.327 1.734 -7.971 -0.2272 -0.5301 1.9903 -0.8134
N 0.694 0.257 -6.394 -0.5397 -6.6499 0.2617 -0.1691
N 0.794 2.275 -5.814 0.3596 3.9255 0.5576 -0.0102
H 0.490 0.092 -5.419 0.2560 -0.3103 -0.1767 0.0563
H 1.066 -0.462 -6.997 -0.3504 -0.4278 0.4560 0.2524
H 0.318 2.084 -4.944 -0.0494 -0.2563 -0.1704 -0.0662
H 0.736 3.217 -6.172 0.0084 -0.1453 0.5475 0.1763
C 4.371 -0.443 -6.402 -1.0717 2.4777 -0.5194 0.6353
O 4.225 0.632 -6.908 0.1415 2.7410 -1.0550 -0.6349
N 3.783 -0.823 -5.329 -2.7842 -1.2396 4.2894 -0.1515
N 5.127 -1.362 -6.868 4.3149 -4.5689 -3.1330 -0.3847
H 3.111 -0.224 -4.871 0.0363 -0.2542 -0.0503 0.3120
H 3.826 -1.797 -5.065 -0.1289 0.4230 0.3562 0.1638
H 5.798 -1.162 -7.595 -0.4921 -0.0407 0.0798 0.2370
H 4.996 -2.326 -6.596 0.3574 0.3054 -0.1119 0.1454
C 3.327 -3.976 -1.646 2.2080 -4.1814 1.2459 0.6735
O 3.393 -4.869 -2.454 -0.5723 -1.5565 -2.0084 -0.7707
N 3.100 -2.758 -1.833 -1.7911 7.1535 -1.9691 0.1231
N 3.681 -4.152 -0.377 0.9789 -1.1869 3.4059 -0.2002
H 3.286 -2.123 -1.070 -0.3622 0.2307 -0.5423 -0.0719
H 2.853 -2.347 -2.722 -0.0161 -0.2029 0.2247 -0.0123
H 4.058 -5.015 -0.012 -0.3118 0.1371 -0.5109 0.1602
H 3.680 -3.394 0.290 0.0044 -0.3459 0.0833 0.0138
C -3.476 -0.306 -2.698 -0.3100 -1.7513 1.2898 -0.8355
C -3.625 0.415 -3.968 1.1696 -0.2246 -0.8888 1.0936
C -3.080 -0.444 -5.096 1.3688 0.4270 0.5893 -1.3925
O -4.948 0.638 -4.341 -1.3877 0.9432 0.0178 -0.6158
H -2.420 -0.410 -2.448 -0.1235 0.3571 0.3303 -0.1536
H -3.816 -1.332 -2.836 -0.1266 -0.3545 -0.1587 0.4363
H -4.090 0.017 -1.858 0.3168 0.6466 0.0733 0.2259
H -3.009 1.310 -3.874 -0.3504 0.4449 -0.3615 -0.0615
H -2.662 0.203 -5.866 -0.6074 -0.2544 -0.5591 0.3616
H -3.831 -1.180 -5.384 0.1332 0.1671 -0.3185 0.4085
H -2.193 -0.939 -4.701 0.0099 -0.4142 -0.0763 0.1864
H -5.248 1.433 -3.894 -0.2166 0.0205 0.0755 0.3789
C 3.186 -1.353 4.091 0.1037 -0.5748 -1.3304 -1.3496
C 3.453 -1.594 2.552 -1.3134 -0.2049 2.1920 2.0626
C 4.213 -0.445 2.017 -0.2301 0.1938 -0.6927 -1.2476
O 4.079 -2.858 2.335 0.4577 0.2084 0.2316 -0.6315
H 2.716 -2.243 4.510 -0.4926 0.2791 0.0259 0.3886
H 2.598 -0.438 4.162 -0.2935 -0.2454 0.2710 0.1364
H 4.097 -1.208 4.671 0.4326 0.1304 -0.2313 0.4878
H 2.481 -1.706 2.071 -0.0753 0.3226 -0.0114 -1.1349
H 4.334 -0.619 0.948 0.4406 0.3888 -0.1241 0.3062
H 5.159 -0.330 2.545 0.1751 0.0609 -0.1779 0.3705
H 3.592 0.439 2.165 0.1934 0.2300 -0.1254 0.1739
H 4.794 -2.813 2.973 0.4351 -0.5795 -0.0708 0.3480
C -4.266 -2.453 2.593 0.2869 -0.9995 0.5102 -1.6556
C -3.618 -1.089 2.614 -2.4070 1.2368 -1.7371 2.6622
C -3.812 -0.403 1.238 1.5916 -0.6981 0.1418 -1.8053
O -4.485 -0.305 3.457 0.5073 0.0168 1.5208 -0.6695
H -5.354 -2.388 2.589 0.0171 0.2578 -0.2599 0.3809
H -4.015 -3.003 3.500 0.0564 -0.0285 0.1959 0.4223
H -3.943 -3.093 1.773 0.1425 0.1076 -0.1892 0.1868
H -2.564 -1.135 2.889 -0.0503 0.3967 0.3982 -0.9507
H -4.834 -0.045 1.112 -0.2497 -0.6428 -0.2398 0.6522
H -3.482 -1.166 0.534 -0.3962 0.3009 -0.7345 0.0423
H -3.193 0.483 1.097 0.2529 -0.0263 0.2575 0.5635
H -4.779 0.460 2.957 0.3363 0.0471 0.1112 0.3523
C 0.700 -3.457 0.658 -1.5138 -0.0377 -0.2159 -0.9010
C -0.778 -3.207 0.311 0.8391 0.0336 -0.5380 2.3282
C -1.024 -2.700 -1.080 0.7820 0.8152 -0.7117 -1.2318
O -1.428 -4.462 0.380 -0.4584 -0.5411 0.5817 -0.7488
H 1.260 -2.534 0.515 0.0405 -0.1312 0.2737 -0.4968
H 1.091 -4.272 0.049 0.0358 0.1077 0.0151 0.4751
H 0.607 -3.781 1.695 0.8579 0.0926 0.1354 0.3840
H -1.160 -2.505 1.053 -0.2737 0.1291 0.0806 -1.0167
H -0.574 -1.716 -1.211 -0.1170 0.2266 0.0813 -0.2871
H -2.075 -2.625 -1.359 -0.1866 0.0320 0.2446 0.4942
H -0.542 -3.338 -1.821 0.0441 -0.2893 0.0431 0.3720
H -2.281 -4.296 -0.029 -0.2436 -0.3562 0.0847 0.4508
C -2.221 1.843 4.496 0.5558 -1.2050 1.4687 -0.0601
C -1.770 2.165 5.939 -0.9794 0.1048 0.3148 0.3762
C -2.417 1.208 6.968 0.3198 -0.0717 -0.4202 -1.5246
O -0.346 2.274 6.111 -0.3180 -0.6066 -0.2520 -0.5034
H -2.085 0.764 4.423 0.2642 -0.0242 -0.5811 -0.0887
H -1.701 2.340 3.678 -0.3204 0.0684 0.2959 -0.2320
H -3.307 1.936 4.492 0.0688 0.5081 -0.3147 0.3991
H -2.201 3.131 6.200 0.0728 0.4630 -0.0271 0.4910
H -2.148 0.154 6.891 0.1688 0.0194 -0.5356 0.2423
H -3.495 1.269 6.817 -0.0882 0.0288 0.2939 0.3612
H -2.138 1.475 7.988 -0.2022 0.3759 0.1350 0.4162
H -0.203 2.769 6.921 0.0847 0.0136 0.0666 0.2757
```
Forces are in eV/Å.

***

[3]
ORCA calculation (wB97M-V/def2-TZVPD) on a molecular structure, C30H26MgN6O2Te in a non-equilibrium geometry.

Computed properties:
largest force on an atom	0.027	Eh/bohr
energy relative to the best compared isomer or geometry (same formula, charge and spin)	0.00	kcal/mol
HOMO-LUMO gap	5.89	eV
lowest unoccupied orbital energy	-1.1	eV
HOMO level	-7.04	eV

```
66
Properties=species:S:1:pos:R:3:forces:R:3:mulliken_charge:R:1
Mg 1.266 0.061 0.197 -0.0354 0.1738 -0.2509 0.1940
C -1.702 -3.924 -2.561 -0.0072 -0.0554 -0.0203 -0.5438
C -1.088 -4.488 -1.450 -0.0174 0.0065 0.0056 -0.7152
C -0.606 -3.683 -0.433 0.0385 0.1614 -0.0032 -0.1353
C -0.727 -2.289 -0.506 -0.1841 -0.1758 -0.0966 -0.4852
C -1.344 -1.732 -1.628 0.0138 0.0308 0.0720 -0.0268
C -1.826 -2.545 -2.641 -0.0306 -0.0015 -0.0471 -0.7733
N -0.162 -1.458 0.468 0.0565 0.0478 0.2434 0.2718
C -0.359 -1.671 1.763 0.0038 0.1644 -0.1350 0.3423
C -1.424 -2.441 2.332 -0.1126 -0.0543 0.1300 -0.5647
C -1.594 -2.498 3.682 0.0230 0.0203 -0.1523 -0.5529
C -0.724 -1.830 4.586 0.0678 0.0538 0.1601 -0.7150
C 0.324 -1.112 4.104 0.0482 0.0125 -0.0814 -0.6997
C 0.535 -1.026 2.703 -0.4042 -0.2996 0.2368 0.5845
N 1.590 -0.440 2.114 0.8005 0.0619 1.1263 1.3947
N 2.593 -0.018 2.778 -0.5634 -0.3786 0.3281 -1.1442
C 3.593 0.454 1.933 0.5603 0.3091 -0.4425 0.2835
C 4.894 0.534 2.436 -0.2264 -0.0255 0.0423 -0.6810
C 5.913 0.896 1.581 -0.0757 0.0013 -0.0855 -0.1807
C 5.612 1.199 0.256 0.0932 0.0280 0.1064 -0.8893
C 4.294 1.125 -0.151 0.0064 0.1195 -0.0942 -0.1294
N 3.301 0.767 0.660 -0.0180 -0.1770 0.3899 -0.0627
H -2.076 -4.554 -3.357 0.0015 0.0062 0.0016 0.4031
H -0.971 -5.562 -1.381 -0.0083 0.0049 -0.0025 0.3753
H -0.100 -4.117 0.421 0.0001 -0.0324 -0.0076 0.4950
H -1.449 -0.655 -1.693 0.0176 -0.0016 0.0244 0.3542
H -2.310 -2.097 -3.501 0.0117 0.0206 0.0104 0.4150
H -2.127 -2.927 1.668 0.0272 -0.0268 -0.0020 0.4698
H -2.433 -3.052 4.085 -0.0040 -0.0124 -0.0247 0.3983
H -0.906 -1.892 5.651 -0.0031 0.0074 -0.0115 0.4031
H 1.009 -0.583 4.753 -0.0026 -0.0333 0.0254 0.4754
H 5.065 0.271 3.470 0.0127 0.0108 0.0006 0.4868
H 6.935 0.924 1.933 0.0006 0.0436 0.0013 0.3967
H 6.386 1.486 -0.440 -0.0385 -0.0035 -0.0338 0.4047
H 4.013 1.365 -1.170 -0.0218 -0.0599 0.0049 0.3767
C 2.473 -1.354 -5.113 0.0864 -0.0782 0.0535 -0.9558
N 1.883 -0.551 -4.054 0.0250 -0.0252 0.1186 0.1568
C 1.032 0.471 -4.311 -0.0623 0.0584 0.1016 0.2222
C 0.481 1.219 -3.330 -0.0339 0.0573 0.0103 -1.4064
C 0.806 0.862 -1.978 -0.0475 0.0098 -0.8138 0.4271
O 0.322 1.424 -0.953 -0.1286 0.1852 -0.2696 -0.3018
N 1.660 -0.153 -1.750 0.2082 -0.0714 -0.4703 0.3552
C 2.240 -0.889 -2.727 0.0145 -0.1040 -0.3657 0.0115
O 3.031 -1.796 -2.539 -0.0536 0.0924 0.0121 -0.7146
H 2.166 -0.964 -6.080 -0.0522 0.0386 0.0183 0.3217
H 2.159 -2.392 -5.012 -0.0004 0.0102 -0.0228 0.3006
H 3.558 -1.325 -5.032 -0.0124 -0.0129 -0.0286 0.2988
H 0.814 0.649 -5.356 0.0313 0.0053 -0.0082 0.3723
H -0.193 2.036 -3.534 -0.0080 -0.0303 -0.0356 0.5027
C -1.370 3.890 0.875 0.3324 -0.1145 -0.0680 -1.1023
Te -0.342 2.393 2.057 -0.4198 0.1899 0.0783 0.1712
C -2.051 1.242 1.445 0.0757 -0.1014 0.0287 -0.2287
C -3.166 2.229 1.276 -0.0405 0.1285 0.0332 0.6491
C -4.502 1.863 1.378 0.0078 -0.0049 0.0081 -0.6872
C -5.502 2.810 1.209 -0.0093 -0.0365 0.0174 -0.5847
C -5.168 4.128 0.940 -0.0077 0.0176 0.0141 -0.5512
C -3.834 4.498 0.834 -0.0029 0.0446 -0.0176 -0.6578
C -2.828 3.555 0.996 -0.0707 -0.0766 0.0713 0.3978
H -1.024 3.766 -0.153 0.0358 -0.0032 0.0253 0.2965
H -1.135 4.898 1.209 0.0076 -0.0268 0.0785 0.5148
H -2.281 0.472 2.176 0.0125 -0.0419 0.0524 0.4692
H -1.806 0.773 0.493 0.0691 -0.0691 0.0038 -0.1619
H -4.756 0.834 1.605 -0.0114 0.0128 -0.0149 0.4514
H -6.541 2.520 1.304 0.0032 0.0090 -0.0034 0.3970
H -5.946 4.873 0.830 0.0110 0.0032 -0.0196 0.3863
H -3.575 5.531 0.634 0.0103 -0.0132 -0.0058 0.4243
```
Forces are in eV/Å.